{
  "formula": "C35H90CrN7O14",
  "method": "the ωB97M-V functional and the def2-TZVPD basis",
  "multiplicity": 5,
  "total_charge": 1,
  "gap_ha": [0.2754, 0.2630],
  "s_squared": 6.009,
  "elements": ["Cr", "N", "O", "O", "O", "C", "C", "C", "O", "H", "H", "H", "H", "H", "H", "H", "H", "C", "C", "C", "O", "C", "N", "H", "H", "H", "H", "H", "H", "H", "H", "H", "H", "H", "C", "C", "C", "O", "C", "N", "H", "H", "H", "H", "H", "H", "H", "H", "H", "H", "H", "C", "O", "C", "C", "N", "C", "C", "O", "C", "H", "H", "H", "H", "H", "H", "H", "H", "H", "H", "H", "H", "H", "H", "H", "C", "O", "C", "C", "N", "C", "C", "O", "C", "H", "H", "H", "H", "H", "H", "H", "H", "H", "H", "H", "H", "H", "H", "H", "C", "O", "C", "C", "N", "C", "C", "O", "C", "H", "H", "H", "H", "H", "H", "H", "H", "H", "H", "H", "H", "H", "H", "H", "C", "O", "C", "C", "N", "C", "C", "O", "C", "H", "H", "H", "H", "H", "H", "H", "H", "H", "H", "H", "H", "H", "H", "H"],
  "coordinates": [[16.608, 23.171, 18.096], [14.428, 20.643, 18.510], [13.229, 20.770, 18.300], [14.940, 19.560, 18.823], [15.124, 21.642, 18.480], [11.418, 22.917, 15.654], [11.474, 23.871, 16.789], [10.225, 23.916, 17.704], [12.573, 23.501, 17.550], [11.472, 21.861, 15.921], [12.196, 23.096, 14.911], [10.558, 23.033, 14.994], [11.581, 24.883, 16.398], [9.342, 24.093, 17.090], [10.223, 24.673, 18.489], [10.071, 22.950, 18.184], [12.538, 22.596, 17.868], [16.093, 16.464, 17.293], [16.805, 16.310, 18.670], [18.300, 16.740, 18.644], [18.915, 15.881, 17.687], [20.323, 16.171, 17.548], [16.145, 17.050, 19.709], [16.340, 15.703, 16.553], [16.342, 17.432, 16.858], [15.005, 16.434, 17.356], [16.855, 15.246, 18.902], [18.728, 16.559, 19.630], [18.404, 17.806, 18.445], [20.464, 17.184, 17.173], [20.756, 15.390, 16.921], [20.798, 16.200, 18.528], [15.873, 17.962, 19.372], [15.228, 16.644, 19.829], [13.683, 26.353, 19.003], [14.928, 25.485, 19.209], [14.824, 24.572, 20.361], [15.942, 23.676, 20.308], [16.074, 22.839, 21.455], [14.990, 24.686, 17.947], [13.612, 27.028, 19.856], [12.811, 25.709, 18.893], [13.777, 26.965, 18.105], [15.880, 25.997, 19.352], [13.973, 23.907, 20.506], [14.917, 25.236, 21.221], [16.141, 23.515, 22.307], [16.940, 22.182, 21.377], [15.124, 22.328, 21.616], [14.999, 25.341, 17.178], [14.073, 24.279, 17.829], [3.000, 20.714, 25.341], [3.220, 19.955, 24.174], [4.556, 19.933, 23.748], [4.581, 19.065, 22.520], [5.919, 18.626, 22.088], [6.635, 19.621, 21.310], [8.164, 19.361, 21.085], [8.667, 20.218, 20.099], [10.033, 19.931, 19.900], [3.673, 20.346, 26.115], [1.939, 20.646, 25.583], [3.166, 21.768, 25.118], [5.200, 19.522, 24.525], [4.891, 20.961, 23.612], [4.074, 19.603, 21.719], [3.980, 18.166, 22.654], [5.823, 17.777, 21.550], [6.451, 20.591, 21.772], [6.208, 19.752, 20.316], [8.282, 18.356, 20.680], [8.808, 19.371, 21.964], [10.238, 18.907, 19.586], [10.608, 20.048, 20.818], [10.419, 20.619, 19.148], [15.479, 10.644, 20.996], [15.156, 11.246, 19.754], [14.054, 10.633, 19.081], [13.656, 11.497, 17.912], [13.152, 12.739, 18.475], [13.144, 13.756, 17.395], [12.392, 14.957, 17.904], [13.056, 15.589, 18.971], [12.457, 16.832, 19.335], [16.260, 11.274, 21.421], [15.772, 9.597, 20.915], [14.599, 10.657, 21.638], [13.224, 10.348, 19.727], [14.447, 9.663, 18.779], [12.901, 11.018, 17.288], [14.557, 11.722, 17.341], [13.899, 13.079, 19.064], [12.695, 13.376, 16.478], [14.183, 13.982, 17.154], [11.363, 14.771, 18.212], [12.428, 15.642, 17.057], [12.824, 17.469, 18.530], [12.861, 17.218, 20.271], [11.369, 16.761, 19.332], [15.003, 23.081, 15.085], [15.891, 22.512, 16.129], [16.558, 21.346, 15.645], [17.400, 20.672, 16.759], [18.100, 21.682, 17.571], [18.453, 21.212, 18.877], [19.232, 22.315, 19.597], [18.305, 23.409, 19.605], [18.792, 24.558, 20.123], [14.271, 23.704, 15.599], [14.459, 22.356, 14.479], [15.595, 23.636, 14.358], [17.208, 21.644, 14.822], [15.838, 20.619, 15.270], [18.076, 19.868, 16.466], [16.747, 20.044, 17.364], [18.959, 21.969, 17.123], [19.134, 20.371, 18.746], [17.579, 20.914, 19.456], [20.152, 22.676, 19.137], [19.491, 22.083, 20.630], [19.691, 24.887, 19.603], [19.054, 24.395, 21.168], [18.101, 25.397, 20.046], [13.864, 18.811, 8.623], [14.974, 18.608, 9.474], [15.600, 19.873, 9.737], [16.517, 19.724, 11.041], [15.895, 19.629, 12.350], [15.104, 18.373, 12.507], [14.516, 18.277, 13.908], [13.281, 18.966, 14.042], [12.518, 18.612, 15.196], [14.066, 19.599, 7.897], [12.985, 18.995, 9.242], [13.696, 17.813, 8.220], [14.831, 20.644, 9.781], [16.145, 20.280, 8.885], [17.017, 20.671, 11.243], [17.357, 19.056, 10.852], [15.349, 20.455, 12.551], [15.763, 17.518, 12.354], [14.315, 18.406, 11.756], [15.197, 18.610, 14.691], [14.374, 17.207, 14.061], [12.823, 19.287, 15.995], [12.413, 17.560, 15.459], [11.447, 18.715, 15.019]]
}